The following is a quantum chemistry calculation of a cluster of 2 separate species, C2H6NO2 in total, from the Open Molecules 2025 dataset.

```
11
Properties=species:S:1:pos:R:3:forces:R:3
C -1.47491 -0.24312 -0.94378 1.4 3.0 0.2
O -0.36524 0.41748 -0.77728 -6.1 -2.6 -0.1
H 1.51496 -1.02887 -0.07758 -0.8 0.7 -0.3
N 1.23172 0.74179 1.08580 -2.1 -0.7 -2.2
H 0.23529 0.90119 0.62216 1.6 0.0 0.9
H 2.94180 -0.41632 0.89925 -1.5 0.6 -0.5
H -3.42882 -0.51612 -0.96237 0.9 0.6 0.5
O -2.77543 0.11762 -0.55746 3.3 -1.0 -1.0
H -1.41104 -1.13933 -1.55342 -0.2 -0.3 0.0
C 1.86610 -0.21914 0.54934 3.2 -0.9 2.1
H 1.66557 1.38482 1.71534 0.3 0.4 0.4
```
Positions in Å, forces in eV/Å.

Its total charge is +1. The gap between HOMO and LUMO comes out at 0.404 Ha. For the lowest unoccupied orbital energy, the calculation gives -4.8 eV. Its HOMO energy is -15.838 eV.



The following is a quantum chemistry calculation of a cluster of 2 separate species, C2H6NO2P in total, from the Open Molecules 2025 dataset.

```
12
Properties=species:S:1:pos:R:3:forces:R:3
H -0.30697 1.42750 0.34292 0.5 0.4 -0.9
H -0.39473 -1.51214 0.92642 -0.2 -0.3 0.4
C 0.14829 0.57458 -0.15555 -6.9 -1.1 0.4
H -1.29426 0.69937 -2.01388 0.0 -0.1 -0.4
H 0.69468 0.07281 -2.69473 -0.9 0.1 0.9
O 1.88473 0.85838 1.15545 1.0 0.3 0.5
O 1.81681 -0.70188 -0.33746 2.5 -2.2 -0.9
N 1.37990 0.25276 0.23273 1.3 0.3 2.0
H -1.97524 -0.58589 0.96575 -0.6 0.1 -0.4
P -0.35832 -0.33634 -1.74511 0.4 1.0 0.3
H -0.65435 -0.12382 2.11317 0.1 0.0 0.4
C -0.94054 -0.62533 1.21029 2.6 1.6 -2.2
```
Positions in Å, forces in eV/Å.

The gap between HOMO and LUMO comes out at 0.326 Ha. For the lowest unoccupied orbital energy, the calculation gives -0.6 eV. Its HOMO energy is -9.514 eV.



The following is a quantum chemistry calculation of the ion C2H6NO2S with charge -1, from the Open Molecules 2025 dataset.

```
12
Properties=species:S:1:pos:R:3:forces:R:3
S 2.76615 0.10660 -0.23901 -1.2 -0.5 0.6
H -0.61990 1.37786 -0.54832 -0.1 -1.3 -0.7
H 0.70475 -0.04304 1.25145 -0.2 0.1 -2.3
H -2.23918 -1.07212 -0.73738 -0.3 1.5 1.7
C -1.96930 -0.22646 0.02933 1.3 -3.6 0.5
O 3.07786 1.40163 0.38099 -0.1 0.0 -0.1
H -1.68867 -0.79028 0.99442 -1.0 0.8 -1.1
H -2.81467 0.46161 0.18246 0.7 0.0 -0.2
H -0.60190 -0.26303 -1.54245 0.8 1.3 1.0
O 3.24717 -1.03378 0.56939 -0.3 0.6 -0.4
N 0.71988 -0.14434 0.17356 -0.9 -0.8 1.5
C -0.58220 0.22534 -0.51444 1.4 2.1 -0.5
```
Positions in Å, forces in eV/Å.

Its total charge is -1. The gap between HOMO and LUMO comes out at 0.270 Ha. For the lowest unoccupied orbital energy, the calculation gives 4.0 eV. Its HOMO energy is -3.315 eV.



The following is a quantum chemistry calculation of a cluster of 2 separate species, C2H6NO2S in total, from the Open Molecules 2025 dataset.

```
12
Properties=species:S:1:pos:R:3:forces:R:3
H -1.39477 1.75304 -0.65780 2.7 2.2 1.5
H -2.34838 0.69146 1.12535 0.1 -0.6 -0.7
C 2.31361 -0.82314 -0.27396 0.3 1.1 1.8
C -2.55391 0.42473 0.05606 2.4 4.0 1.1
H 2.66010 -1.81691 -0.44289 -0.6 -1.2 -0.8
N -2.03222 1.09575 -0.89066 -4.0 -3.4 -1.4
S 0.46197 -0.43335 0.06034 0.4 -1.4 0.2
H 2.63495 -0.14739 -1.06240 0.1 0.0 0.0
H -3.31942 -0.22669 -0.09401 -1.9 -2.2 -0.8
H 2.88513 -0.65074 0.67782 -0.6 0.7 -0.6
O 0.45402 1.04394 0.03905 0.8 1.0 -0.2
O 0.23891 -0.91068 1.46309 0.3 -0.3 -0.2
```
Positions in Å, forces in eV/Å.

Its total charge is -1. The gap between HOMO and LUMO comes out at 0.267 Ha. For the lowest unoccupied orbital energy, the calculation gives 4.2 eV. Its HOMO energy is -3.039 eV.



The records above give, respectively, energy relative to the best compared isomer or geometry (same formula, charge and spin) values of 41.5 152.2 77.4 75.9 kcal/mol.